Record 1
Density functional theory data (wB97M-V/def2-TZVPD) for a 15-piece molecular cluster, C26H78O15 overall at a distorted geometry.

Cartesian coordinates (Å):
C -4.8115 4.0418 2.2231
C -4.8829 3.4975 0.7935
C -3.7967 2.3768 0.7816
O -3.2144 2.3517 2.0963
C -4.1690 2.8902 3.0110
H -5.7841 4.3777 2.5974
H -4.1747 4.9290 2.2784
H -4.7389 4.2296 0.0030
H -5.8292 2.9865 0.5844
H -3.0346 2.4462 0.0020
H -4.2536 1.3815 0.6135
H -3.6657 3.2931 3.8854
H -4.9166 2.1517 3.3253
C 1.1691 -3.7018 3.1239
C 1.3265 -4.9935 3.9278
C 1.1267 -6.0640 2.8385
O 0.2557 -5.4609 1.8584
C -0.0031 -4.0842 2.2523
H 2.0356 -3.5472 2.4672
H 1.0540 -2.7723 3.6809
H 0.5703 -5.0675 4.7146
H 2.2870 -5.0701 4.4406
H 0.6052 -6.9456 3.2298
H 2.0641 -6.3733 2.3752
H -0.9628 -4.0345 2.8130
H -0.1677 -3.5236 1.3279
O 2.5092 -3.0658 -0.2867
H 1.6400 -2.7953 -0.6585
H 3.0919 -2.2554 -0.2292
O 0.2068 -2.1092 -3.7538
H -0.0308 -3.0444 -3.8034
H 0.0729 -1.8888 -2.7956
O -1.7202 -1.7513 4.5128
H -2.3139 -2.0949 3.7755
H -1.7128 -2.4654 5.1619
O -2.5888 -3.7052 -0.2278
H -2.3746 -4.6042 0.0968
H -3.1651 -3.8423 -0.9990
O -1.4627 1.0903 4.0354
H -1.7235 0.1455 3.9450
H -1.8793 1.5672 3.2807
O 0.8275 0.7583 2.5425
H -0.0493 0.4942 2.8649
H 1.4371 0.0637 2.8394
O 3.9508 1.6766 0.7262
H 3.1369 2.0092 1.1914
H 4.4145 2.4837 0.4738
C 2.3616 0.5663 -4.4656
C 2.2147 0.1200 -5.9117
C 3.4364 -0.6334 -6.4126
O 1.0519 -0.6584 -6.1209
H 1.4389 1.0257 -4.1219
H 3.2697 1.1549 -4.3334
H 2.5217 -0.3133 -3.8234
H 2.1264 1.0314 -6.5232
H 4.2813 0.0262 -6.6295
H 3.1823 -1.1232 -7.3508
H 3.7108 -1.3792 -5.6646
H 0.7574 -1.1389 -5.2985
C 6.7648 -0.9796 0.6880
C 5.8443 -1.0413 -0.5112
C 6.0609 -2.2399 -1.3723
O 4.4651 -1.0128 -0.0981
H 7.7999 -0.8399 0.3652
H 6.6911 -1.8943 1.2821
H 6.4736 -0.1617 1.3482
H 5.9869 -0.1541 -1.1499
H 5.9942 -3.1768 -0.8175
H 7.0851 -2.1787 -1.7654
H 5.3933 -2.2664 -2.2236
H 4.2677 -0.1030 0.2365
C 1.5901 5.6933 1.7619
C 0.9051 4.3534 1.8157
C 0.1603 4.0513 0.5254
O 1.9465 3.3536 2.0029
H 0.8817 6.5292 1.7708
H 2.1786 5.8496 0.8505
H 2.2462 5.8232 2.6262
H 0.1735 4.3751 2.6331
H -0.6802 4.7174 0.2919
H -0.3404 3.0763 0.6278
H 0.8450 4.0037 -0.3184
H 1.4456 2.5023 1.9421
C -1.3661 -0.3698 0.5414
C -0.4619 -0.6318 -0.6167
C 0.9078 -0.0290 -0.4165
O -0.2346 -2.0824 -0.7935
H -0.9383 -0.6693 1.5055
H -2.2894 -0.9434 0.4397
H -1.6185 0.6887 0.6245
H -0.9510 -0.2928 -1.5435
H 1.3287 -0.4481 0.5029
H 0.8626 1.0477 -0.2486
H 1.5636 -0.2540 -1.2474
H -1.0275 -2.6055 -0.5576
C -5.5993 -3.4334 1.8756
C -4.7205 -2.2317 2.1705
C -5.1201 -1.4872 3.4145
O -3.3287 -2.6547 2.3492
H -5.6230 -4.0633 2.7642
H -5.2186 -3.9905 1.0265
H -6.6153 -3.0938 1.6560
H -4.7047 -1.5390 1.3123
H -5.0939 -2.1579 4.2801
H -6.0776 -0.9813 3.3489
H -4.3476 -0.7376 3.6224
H -2.9657 -2.8052 1.4526
C 0.4852 3.4962 -5.3871
C -0.8133 3.1117 -4.6841
C -1.3442 4.2188 -3.8112
O -1.8056 2.7210 -5.6118
H 0.3187 4.2317 -6.1756
H 1.0079 2.6034 -5.7152
H 1.1761 3.9570 -4.6716
H -0.6016 2.2382 -4.0543
H -2.1845 3.8951 -3.1984
H -1.5561 5.1447 -4.3502
H -0.5440 4.5149 -3.1185
H -1.3862 2.6932 -6.4790

The total energy comes out at -58939.943 eV. For the orbital gap, the calculation gives 9.16 eV. The spin multiplicity is 1. The HOMO energy comes out at -9.30 eV. The value obtained for the molar mass is 630.9 g/mol.

Atom charges from the Mulliken analysis, given in e for atoms 1 to 99: -0.636, -0.631, -0.345, -0.085, -0.612, 0.360, 0.283, 0.268, 0.327, 0.371, 0.030, 0.377, 0.297, -0.146, -0.714, -0.513, -0.452, 0.780, 0.161, 0.328, 0.242, 0.407, 0.304, 0.310, -0.218, -0.393, -0.645, 0.390, 0.381, -0.691, 0.222, 0.420, -0.708, 0.365, 0.299, -0.584, 0.299, 0.223, -0.666, 0.290, 0.542, -0.421, 0.095, 0.250, -0.552, 0.401, 0.236, -1.246, 0.817, -1.507, -0.563, 0.055, 0.519, 0.369, 0.218, 0.368, 0.356, 0.280, 0.383, -1.355, 0.781, -1.533, -0.406, 0.388, 0.309, 0.318, 0.226, 0.332, 0.439, 0.295, 0.152, -1.619, 0.797, -0.520, -0.675, 0.381, 0.348, 0.389, 0.150, 0.480, -0.385, 0.295, 0.215, 0.146, 0.899, -0.607, -0.751, -0.453, 0.170, -0.300, 0.154, 0.005, 0.220, 0.192, 0.163, -1.471, 1.077, -1.331, -0.268

***

Record 2
Density functional theory data (wB97M-V/def2-TZVPD) for a 13-piece molecular cluster, C26H78O26 overall at a distorted geometry.

Cartesian coordinates (Å):
C -5.7265 -3.2349 -0.1476
C -6.9845 -2.9834 -1.0161
O -7.0672 -1.6319 -1.4400
O -4.8264 -2.1660 0.0944
H -5.1708 -4.0814 -0.5592
H -6.0531 -3.5733 0.8378
H -7.8861 -3.2588 -0.4623
H -6.9091 -3.6243 -1.8981
H -6.4382 -1.1818 -0.8568
H -4.2513 -2.0943 -0.6798
C 4.6302 -1.6174 -0.1307
C 5.0608 -1.8726 1.3254
O 6.4781 -1.8071 1.3935
O 3.1985 -1.4987 -0.0743
H 4.8708 -2.5143 -0.7046
H 5.1258 -0.7181 -0.4898
H 4.7647 -2.8744 1.6567
H 4.6124 -1.1468 2.0099
H 6.8024 -1.9483 2.2847
H 2.9815 -0.7759 -0.6752
C 0.2147 5.1308 4.1877
C -0.7605 4.0233 4.5321
O -0.4444 3.3230 5.7226
O 1.4273 4.5741 3.6510
H 0.4237 5.7090 5.0920
H -0.2111 5.8392 3.4707
H -0.8855 3.2849 3.7330
H -1.7476 4.4508 4.7156
H 0.3913 2.8541 5.6323
H 2.1131 5.1774 3.9551
C 1.4396 -4.4694 -0.2317
C 1.3622 -5.9609 0.1000
O 2.5815 -6.6417 -0.1439
O 2.1438 -3.8369 0.8421
H 0.4350 -4.0463 -0.2152
H 1.9951 -4.3683 -1.1628
H 0.5393 -6.4247 -0.4377
H 1.2145 -6.0081 1.1861
H 3.2948 -6.0801 0.1794
H 2.5707 -2.9901 0.6190
C -2.3840 -3.7813 -2.2117
C -2.7108 -2.4430 -2.8286
O -4.1278 -2.3094 -3.0130
O -2.2498 -4.8258 -3.1938
H -3.0503 -4.1231 -1.4173
H -1.3923 -3.7242 -1.7434
H -2.1858 -2.1452 -3.7422
H -2.3465 -1.6195 -2.2052
H -4.3535 -2.9704 -3.6774
H -1.9597 -5.6211 -2.7409
C 2.4480 -4.1953 4.1443
C 2.0023 -4.2095 5.6093
O 2.4206 -3.0580 6.3198
O 1.6060 -3.3078 3.4209
H 2.3757 -5.2098 3.7437
H 3.4714 -3.8062 4.0965
H 2.3616 -5.1381 6.0671
H 0.9175 -4.2852 5.6429
H 3.3799 -3.0507 6.3716
H 1.6289 -3.5868 2.4753
C 2.1963 4.2917 0.1732
C 1.7935 2.9570 -0.4434
O 2.9129 2.1120 -0.7132
O 2.8960 5.0035 -0.8507
H 2.8715 4.1777 1.0264
H 1.2969 4.8196 0.5030
H 1.3741 3.1607 -1.4329
H 1.0438 2.4626 0.1708
H 3.5049 2.5867 -1.3056
H 3.1944 5.8441 -0.4928
C -0.6165 2.8653 -3.9323
C 0.6840 3.3546 -4.5377
O 0.5378 4.6175 -5.1833
O -1.5839 2.4611 -4.8803
H -1.0236 3.6187 -3.2463
H -0.3666 2.0100 -3.2865
H 0.9768 2.6144 -5.2917
H 1.4828 3.4799 -3.8120
H 0.0666 4.5176 -6.0137
H -2.3884 2.2154 -4.3877
C -1.5936 6.1527 0.6802
C -1.7155 5.4169 -0.6537
O -2.0951 4.0748 -0.4161
O -2.8217 6.0272 1.3866
H -1.2900 7.2005 0.5949
H -0.8384 5.6536 1.3023
H -0.7537 5.4726 -1.1603
H -2.4510 5.9314 -1.2752
H -3.0079 4.0494 -0.1151
H -2.8379 6.6159 2.1436
C -0.7686 -0.5516 -0.1543
C 0.2202 -0.1673 0.9025
O -0.3153 0.9044 1.6673
O -0.9843 0.5790 -0.9857
H -1.6841 -0.9125 0.3313
H -0.4112 -1.4007 -0.7402
H 1.1536 0.1478 0.4103
H 0.5768 -0.9743 1.5536
H 0.3216 1.0211 2.4041
H -1.0627 1.3432 -0.3968
C 3.8452 1.6560 4.0270
C 2.7260 1.2126 3.0860
O 1.4459 1.6907 3.5341
O 3.7085 1.0583 5.2976
H 3.8795 2.7495 4.1281
H 4.7946 1.3443 3.5848
H 2.6355 0.1290 3.1887
H 2.9520 1.4981 2.0547
H 1.4951 2.6613 3.5373
H 2.7641 1.0664 5.5017
C 1.0138 -2.7613 -4.1395
C 2.0471 -3.8373 -4.4996
O 1.7622 -4.3471 -5.7908
O 0.9636 -2.4443 -2.7719
H 0.0644 -3.1553 -4.5161
H 1.1656 -1.9074 -4.8092
H 2.0253 -4.5900 -3.7041
H 3.0655 -3.4311 -4.5003
H 2.2964 -5.1339 -5.9255
H 1.5955 -1.7241 -2.6783
C -3.8185 1.5625 -2.5030
C -5.0637 1.2816 -1.6617
O -5.7099 2.4915 -1.2268
O -4.1249 1.9089 -3.8508
H -3.3284 0.5896 -2.5665
H -3.2283 2.3389 -2.0095
H -4.9312 0.6336 -0.7944
H -5.7152 0.7815 -2.3843
H -5.3217 2.6834 -0.3681
H -4.6595 2.7141 -3.7956

The total energy comes out at -81455.018 eV. For the orbital gap, the calculation gives 9.49 eV. The spin multiplicity is 1. The HOMO energy comes out at -9.59 eV. The value obtained for the molar mass is 806.9 g/mol. The energy relative to the best compared isomer or geometry (same formula, charge and spin) is 207.1 kJ/mol.

Atom charges from the Mulliken analysis, given in e for atoms 1 to 99: -0.138, -0.485, -0.492, -0.563, 0.152, 0.421, 0.295, 0.268, 0.301, 0.164, -0.605, 0.122, -0.598, -0.377, 0.250, 0.573, 0.145, -0.077, 0.336, 0.069, -0.325, -0.377, -0.581, -0.402, 0.373, 0.245, 0.182, 0.395, 0.338, 0.229, 0.084, -0.567, -0.587, -0.153, -0.111, 0.288, 0.368, 0.241, 0.324, 0.190, 0.788, -0.180, -0.433, -0.599, 0.210, -0.443, 0.535, -0.488, 0.314, 0.328, -0.052, -0.719, -0.481, -0.439, 0.263, 0.151, 0.331, 0.316, 0.300, 0.385, -0.091, 0.794, -0.532, -0.571, 0.346, -0.088, -0.365, -0.090, 0.366, 0.305, 0.782, -0.616, -0.590, -0.691, -0.099, -0.130, 0.369, 0.214, 0.330, 0.398, 0.273, -0.664, -0.332, -0.553, 0.425, -0.432, 0.410, 0.280, 0.198, 0.306, -0.384, 0.357, -0.582, -0.232, 0.020, 0.010, -0.237, 0.628, 0.362

***

Record 3
Density functional theory data (wB97M-V/def2-TZVPD) for a 11-piece molecular cluster, C26H79N15O11 overall at a distorted geometry.

Cartesian coordinates (Å):
C -2.5454 19.0869 10.6144
O -3.6966 19.0165 9.8021
H -2.6077 19.6406 11.5512
H -2.2403 18.0620 10.8250
H -1.8722 19.6250 9.9471
H -4.5344 18.8983 10.2556
C -7.2980 19.1532 11.2643
O -6.1208 19.0785 11.0322
N -7.9427 18.3955 12.1646
N -8.0968 20.0362 10.7342
H -7.3613 17.8787 12.8087
H -8.9163 18.1660 12.0243
H -7.8782 20.6382 9.9533
H -9.0749 20.2501 10.8670
C 0.8395 17.8149 11.1564
O 0.0694 17.6268 12.1157
N 1.1204 18.9554 10.7265
N 1.4393 16.8381 10.4905
H 0.8617 19.7684 11.2671
H 1.5437 19.0453 9.8139
H 2.0479 17.1434 9.7445
H 1.2821 15.8752 10.7515
C -0.2399 21.6502 12.6907
O -0.4499 21.6113 11.5114
N -0.1568 20.6344 13.4889
N 0.0501 22.6888 13.3069
H -0.2796 19.7649 12.9898
H -0.0428 20.6598 14.4922
H 0.0304 23.5940 12.8592
H 0.2608 22.6422 14.2936
C -1.5693 17.8584 6.5349
O -1.4819 17.5179 5.3400
N -0.6622 18.2033 7.3232
N -2.7576 17.8503 7.0938
H -0.7973 18.2801 8.3212
H 0.2745 18.1761 6.9464
H -2.7582 18.0260 8.0884
H -3.5386 17.6363 6.4902
C -6.8684 15.9623 9.1799
O -7.1650 15.0120 9.9034
N -5.6662 16.3316 9.0017
N -7.6060 16.5472 8.3072
H -4.9371 15.8949 9.5474
H -5.5905 17.1613 8.4307
H -7.1663 17.0711 7.5640
H -8.5365 16.1747 8.1825
C 1.1222 21.7201 8.3510
C 0.9964 23.2248 8.3685
C -0.1502 23.7829 7.4950
O -0.2354 25.2749 7.7153
C -0.5697 25.8509 6.4774
N 0.8103 23.5894 9.8090
H 0.2084 21.2554 8.7212
H 1.9121 21.4318 9.0446
H 1.3799 21.4090 7.3386
H 1.9363 23.6431 8.0085
H -1.0880 23.2888 7.7486
H 0.1375 23.5225 6.4765
H -1.6161 25.7200 6.2020
H 0.0014 25.5450 5.6008
H -0.4199 26.9224 6.6096
H 1.6064 23.1733 10.2709
H 0.2909 22.8934 10.3247
C -4.5075 21.5077 13.8164
C -5.5932 22.4332 13.3407
C -5.4249 23.8239 13.9187
O -5.2122 23.9051 15.2972
C -4.7099 25.0468 15.9346
N -5.6939 22.3464 11.8790
H -4.4013 20.6338 13.1736
H -4.6787 21.1356 14.8265
H -3.6009 22.0944 13.6689
H -6.5666 22.1417 13.7352
H -6.3778 24.3191 13.7321
H -4.6960 24.3717 13.3214
H -3.9019 25.4877 15.3508
H -4.4106 25.0027 16.9818
H -5.4150 25.8715 15.8311
H -6.5131 22.8879 11.6428
H -5.8065 21.3861 11.5869
C -2.3333 13.1497 11.6666
C -1.4746 13.7138 10.5171
C -2.0741 15.0372 9.8858
O -3.2391 14.8595 9.0846
C -3.1335 14.0996 7.8756
N -0.2383 14.1467 11.1762
H -1.9079 12.3105 12.2170
H -3.2578 12.8640 11.1648
H -2.5849 13.8335 12.4773
H -1.2152 12.9471 9.7870
H -1.3450 15.4546 9.1914
H -2.2702 15.8085 10.6306
H -4.1626 13.8392 7.6282
H -2.5174 13.2165 8.0452
H -2.6120 14.6809 7.1152
H 0.2815 13.3967 11.6091
H -0.4624 14.7258 11.9728
C -5.1830 15.4845 5.2985
C -6.5236 16.1587 5.0720
C -6.4982 17.7258 5.3260
O -6.0494 18.0155 6.6674
C -6.2326 19.3817 7.1276
N -6.9862 15.9056 3.7433
H -4.5116 15.6388 4.4538
H -5.3876 14.4145 5.3356
H -4.7492 15.8177 6.2413
H -7.2405 15.6569 5.7219
H -7.5356 18.0564 5.2744
H -6.0038 18.3514 4.5828
H -5.4366 19.5700 7.8481
H -7.2496 19.4483 7.5141
H -6.0613 20.0127 6.2555
H -6.5346 16.5919 3.1558
H -7.9641 16.1571 3.7630
C -4.1222 17.2974 13.9072
C -5.2548 16.4832 14.4483
C -5.7879 17.1869 15.7595
O -4.8620 17.4306 16.8725
C -4.1780 16.2669 17.3764
N -6.4289 16.4512 13.5239
H -4.4412 18.2975 13.6138
H -3.6673 16.7436 13.0859
H -3.3033 17.5216 14.5908
H -4.9137 15.4963 14.7611
H -6.6536 16.6532 16.1518
H -6.2255 18.1397 15.4618
H -3.5887 16.6407 18.2137
H -3.5129 15.9717 16.5648
H -4.9392 15.5300 17.6325
H -7.0550 15.8806 14.0739
H -6.1020 15.9559 12.7067

The total energy comes out at -73114.110 eV. For the orbital gap (alpha / beta), the calculation gives 1.34 / 8.36 eV. The spin multiplicity is 2. The HOMO energy (alpha / beta) comes out at 0.61 / -6.50 eV. The value obtained for the molar mass is 778.0 g/mol. As for the charge: -1.

Atom charges from the Mulliken analysis, given in e for atoms 1 to 99: 0.590, -0.319, -0.073, -0.189, -0.018, 0.316, 0.073, -0.353, -0.319, -0.350, 0.315, 0.181, 0.252, 0.167, -3.533, 0.648, 1.815, 0.475, -0.334, -0.356, 0.689, 0.202, -1.223, -0.188, 0.280, -0.031, 0.021, 0.245, 0.303, 0.165, 0.124, -0.717, 0.593, 0.111, -0.292, 0.337, -0.012, -0.251, 0.440, -0.836, 1.353, -0.135, -0.389, -0.408, 0.112, 0.257, -1.044, 0.716, -0.847, -0.301, -0.799, -0.765, -0.472, 0.400, 0.326, 0.248, 0.252, 0.413, 0.299, 0.329, 0.271, 0.348, 0.346, -0.530, 0.977, -1.172, -0.243, -0.858, -0.726, -0.209, 0.340, 0.083, 0.132, 0.436, 0.404, 0.340, 0.272, 0.326, 0.331, -0.019, -1.420, -0.100, -0.030, 0.219, -0.853, -0.474, 0.453, 0.351, 0.202, 0.416, 0.197, -0.378, 0.139, 0.310, 0.268, 0.268, 0.227, -0.804, 0.603